Entry 1:
This record from the Open Molecules 2025 dataset describes C5H9NO as an isolated structure in a non-equilibrium geometry. The level of theory is ωB97M-V/def2-TZVPD.

Last column: natural (NBO) charge in e.
Positions of all 16 atoms, in Å:
O  -0.3132  0.3414  -1.5241  -0.513
N  -0.5656  2.5513  -0.9374  -0.668
C  -0.3685  -0.9990  -1.0419  -0.065
C  0.6264  -1.3024  0.0623  -0.454
C  0.3870  -0.3796  1.1939  -0.334
C  -0.2861  1.3604  -0.6193  0.540
C  0.2287  1.0283  0.6998  -0.580
H  -1.3900  -1.2151  -0.6844  0.172
H  -0.8145  2.5503  -1.9290  0.342
H  0.8505  1.7776  1.1705  0.260
H  -0.6430  0.7587  1.6196  0.326
H  0.5357  -2.3406  0.3914  0.222
H  1.0150  -0.4753  2.0823  0.241
H  -0.7729  -0.8980  1.7556  0.099
H  1.6475  -1.1301  -0.2990  0.212
H  -0.1786  -1.6231  -1.9198  0.201

Properties
LUMO, eV: 0.799
Kohn-Sham gap, Eh: 0.362
ΔE to the lowest compared entry with this formula, charge and spin, kJ/mol: 376.3
Highest occupied orbital energy, eV: -9.1
F_max, eV Å⁻¹: 5.9

***

Entry 2:
This record from the Open Molecules 2025 dataset describes an isolated molecule of C5H9NO in a non-equilibrium geometry. The level of theory is ωB97M-V/def2-TZVPD.

Last column: natural (NBO) charge in e.
Positions of all 16 atoms, in Å:
O  2.3646  0.1530  -0.7393  -0.686
N  -1.8738  0.2972  -0.5119  -0.673
C  1.5094  -0.2309  0.3238  0.126
C  -0.6103  1.2096  0.1157  -0.277
C  0.2492  -0.8816  -0.2239  -0.289
C  0.3045  0.4214  0.8592  -0.270
C  -1.2182  -1.0383  0.0346  -0.241
H  2.0414  -1.0063  1.0319  0.200
H  -2.0079  0.3322  -1.6900  0.364
H  -1.3629  -1.3959  1.2341  0.199
H  -0.1581  1.5787  -0.7469  0.204
H  -1.0219  2.1794  0.4791  0.217
H  -0.0407  0.2034  1.8709  0.230
H  3.3400  0.2822  -0.1987  0.485
H  -1.8049  -1.6644  -0.6120  0.209
H  0.2897  -0.4396  -1.2266  0.200

Properties
LUMO, eV: 0.482
Kohn-Sham gap, Eh: 0.313
ΔE to the lowest compared entry with this formula, charge and spin, kJ/mol: 760.1
Highest occupied orbital energy, eV: -8.0
F_max, eV Å⁻¹: 5.4
SMILES string: OC1[C@H]2CNC[C@H]12

***

Entry 3:
This record from the Open Molecules 2025 dataset describes a 3-piece molecular cluster, C5H9NO overall in a non-equilibrium geometry. The level of theory is ωB97M-V/def2-TZVPD.

Last column: natural (NBO) charge in e.
Positions of all 16 atoms, in Å:
O  0.8947  0.9370  -2.1167  -1.079
N  -1.5721  1.9192  2.3083  -0.311
C  -0.9262  1.2159  1.6516  0.274
C  -0.3982  -1.0638  -1.2496  0.143
C  -0.9667  -0.7313  0.0645  -0.513
C  -0.1293  0.4002  0.7185  -0.415
C  1.0714  -0.3274  1.2939  -0.387
H  0.2466  1.0629  -0.0690  0.327
H  1.8949  0.1832  1.7693  0.203
H  0.5256  1.5954  -2.7607  0.451
H  -0.4548  -0.3001  -2.0154  0.262
H  0.7315  -1.1767  1.9379  0.190
H  -1.9993  -0.4391  -0.1892  0.268
H  -1.0155  -1.5985  0.7345  0.224
H  2.2065  0.4289  -0.6187  0.169
H  -0.1259  -2.0833  -1.5250  0.196

Properties
LUMO (alpha / beta), eV: -2.209 / -2.595
Kohn-Sham gap (alpha / beta), Eh: 0.239 / 0.224
ΔE to the lowest compared entry with this formula, charge and spin, kJ/mol: 1070.2
Highest occupied orbital energy (alpha / beta), eV: -8.7 / -8.7
F_max, eV Å⁻¹: 1.8

***

Entry 4:
This record from the Open Molecules 2025 dataset describes an isolated molecule of C5H9NO. The level of theory is ωB97M-V/def2-TZVPD.

Last column: natural (NBO) charge in e.
Positions of all 16 atoms, in Å:
O  -2.5658  1.8745  -1.5477  -0.525
N  0.5031  -1.2175  -0.1207  -0.440
C  1.2751  -0.1424  0.0751  -0.078
C  -0.6956  -1.0776  -0.7190  -0.143
C  -1.5971  0.0444  -0.3072  -0.556
C  2.0421  0.1132  1.3243  -0.664
C  -1.5837  1.3471  -1.0855  0.451
H  -0.5804  1.8192  -1.1825  0.092
H  -1.0788  -1.9078  -1.2967  0.190
H  2.9254  0.7264  1.1191  0.223
H  2.3574  -0.8155  1.8164  0.209
H  1.4368  0.6676  2.0577  0.217
H  -1.3149  0.3202  0.7281  0.227
H  0.7928  -2.1255  0.2576  0.379
H  1.2278  0.5973  -0.7102  0.188
H  -2.6381  -0.3006  -0.3051  0.231

Properties
LUMO (alpha / beta), eV: 0.714 / 0.577
Kohn-Sham gap (alpha / beta), Eh: 0.284 / 0.277
ΔE to the lowest compared entry with this formula, charge and spin, kJ/mol: 363.3
Highest occupied orbital energy (alpha / beta), eV: -7.0 / -7.0
F_max, eV Å⁻¹: 0.5

***

Entry 5:
This record from the Open Molecules 2025 dataset describes an isolated molecule of C5H9NO in a non-equilibrium geometry. The level of theory is ωB97M-V/def2-TZVPD.

Last column: natural (NBO) charge in e.
Positions of all 16 atoms, in Å:
O  1.7459  -1.0543  0.2385  -0.723
N  -1.2644  2.4198  1.1305  -0.329
C  -0.8086  1.5137  0.5728  0.296
C  -0.3889  0.1850  -1.5251  -0.592
C  -0.2363  0.2800  -0.0011  -0.182
C  -1.0239  -0.8884  0.6100  -0.585
C  1.2514  0.2554  0.4101  -0.041
H  -0.7210  -1.8094  0.1048  0.226
H  -0.1321  -0.8444  -1.7985  0.224
H  -1.4232  0.3670  -1.8322  0.222
H  -0.8483  -0.9796  1.6850  0.220
H  0.2672  0.8765  -2.0626  0.217
H  -2.0934  -0.7293  0.4388  0.220
H  2.5288  -1.1520  0.7924  0.479
H  1.3414  0.5871  1.4538  0.177
H  1.8054  0.9729  -0.2172  0.170

Properties
LUMO, eV: 0.582
Kohn-Sham gap, Eh: 0.422
ΔE to the lowest compared entry with this formula, charge and spin, kJ/mol: 108.4
Highest occupied orbital energy, eV: -10.9
F_max, eV Å⁻¹: 1.1
SMILES string: CC(C)(C#N)CO

***

Entry 6:
This record from the Open Molecules 2025 dataset describes an isolated molecule of C5H9NO. The level of theory is ωB97M-V/def2-TZVPD.

Last column: natural (NBO) charge in e.
Positions of all 16 atoms, in Å:
O  -0.6168  1.4113  -1.0477  -0.500
N  -0.8015  0.0397  1.3602  -0.577
C  -1.5396  0.5945  -1.7613  -0.105
C  0.4717  -0.6673  1.2426  -0.068
C  -0.5399  -0.7524  0.1617  -0.123
C  1.8030  0.0139  1.0263  -0.633
C  -0.3580  0.0132  -1.1237  0.031
H  -2.5068  0.4489  -1.2774  0.187
H  -0.7051  1.0210  1.0969  0.365
H  2.1417  0.5359  1.9282  0.218
H  0.5048  -0.2313  -1.7452  0.193
H  -1.1358  -1.6608  0.0634  0.201
H  1.7746  0.7360  0.2028  0.214
H  -1.5663  0.7586  -2.8378  0.186
H  0.5188  -1.5148  1.9271  0.194
H  2.5552  -0.7464  0.7841  0.216

Properties
LUMO, eV: 1.129
Kohn-Sham gap, Eh: 0.384
ΔE to the lowest compared entry with this formula, charge and spin, kJ/mol: 285.8
Highest occupied orbital energy, eV: -9.3
F_max, eV Å⁻¹: 0.3
SMILES string: C[C@H]1N[C@H]1[C@H]1CO1

***

Entry 7:
This record from the Open Molecules 2025 dataset describes C5H9NO as an isolated structure in a non-equilibrium geometry. The level of theory is ωB97M-V/def2-TZVPD.

Last column: natural (NBO) charge in e.
Positions of all 16 atoms, in Å:
O  0.4879  0.7440  2.4806  -0.533
N  0.5685  0.5016  -0.8503  -0.618
C  0.0040  -1.8655  0.3679  -0.644
C  -0.0178  -0.3526  0.2551  -0.035
C  1.0144  1.4907  0.1163  -0.342
C  0.4855  0.6228  1.2774  0.556
C  -1.3604  0.3100  -0.7357  -0.456
H  -1.3735  0.2854  -1.8596  0.209
H  -0.9096  -2.2879  -0.0714  0.215
H  -1.5586  1.3483  -0.4478  0.213
H  0.5748  2.4916  -0.0044  0.211
H  -2.0972  -0.3781  -0.3779  0.165
H  1.1878  0.0716  -1.5059  0.370
H  0.0370  -2.1854  1.4182  0.241
H  0.8611  -2.3334  -0.1374  0.221
H  2.0960  1.5371  0.0748  0.226

Properties
LUMO, eV: 0.918
Kohn-Sham gap, Eh: 0.307
ΔE to the lowest compared entry with this formula, charge and spin, kJ/mol: 495.7
Highest occupied orbital energy, eV: -7.4
F_max, eV Å⁻¹: 3.0